Entry 1:
Molecular formula: C28H33N2OTi
Method: DFT, the ωB97M-V functional and the def2-TZVPD basis

Each line ends with the Mulliken charge.
CARTESIAN COORDINATES (ANGSTROEM)
C (2.8353, 2.7655, 1.6039)  -0.450
C (1.6967, 2.8974, 0.7377)  -0.552
C (0.7933, 1.8079, 1.0130)  -0.177
H (1.5419, 3.6931, 0.0134)  0.527
C (1.3674, 1.0194, 2.0793)  -0.699
C (2.6101, 1.6245, 2.4585)  -0.433
H (0.8794, 0.1674, 2.5504)  0.668
C (2.7452, -0.1867, -1.7946)  -0.904
C (2.3277, 1.2052, -1.9085)  -1.236
C (0.8883, 1.1956, -1.9079)  -0.524
H (3.0021, 2.0307, -2.1579)  0.606
C (0.4274, -0.1509, -1.9479)  0.603
C (1.5665, -0.9792, -1.7941)  -0.794
H (-0.1877, 1.6294, 0.5703)  0.851
H (3.2444, 1.3192, 3.2936)  0.560
H (3.6735, 3.4573, 1.6769)  0.534
H (1.5356, -2.0660, -1.8352)  0.746
H (0.2592, 2.0777, -2.0358)  0.666
H (3.7713, -0.5476, -1.9195)  0.658
Ti (2.6893, 0.9550, 0.2665)  -0.188
C (-0.9310, -0.6258, -2.4683)  2.323
C (-0.6706, -1.3407, -3.8082)  -1.866
C (-1.8760, 0.5599, -2.6987)  -2.311
H (-0.0947, -0.7108, -4.4910)  0.388
H (-1.6171, -1.5960, -4.2995)  0.525
H (-0.1131, -2.2720, -3.6551)  0.374
H (-1.4063, 1.2783, -3.3809)  0.539
H (-2.1153, 1.0715, -1.7545)  0.377
H (-2.8146, 0.2112, -3.1555)  0.368
C (-1.6505, -1.7005, -1.5789)  -0.894
C (-2.4883, -1.2733, -0.3657)  0.133
H (-0.9147, -2.4306, -1.2232)  0.238
H (-2.3237, -2.2716, -2.2460)  0.529
O (-1.9937, -0.8215, 0.6709)  -0.497
N (-3.8486, -1.4147, -0.4902)  -0.179
C (-4.6619, -1.0897, 0.6885)  -1.102
H (-4.1730, -2.2131, -1.0278)  0.324
C (-4.5069, 0.3591, 1.0389)  0.678
C (-4.0067, 0.7139, 2.2957)  -0.356
H (-3.8348, -0.0768, 3.0288)  0.328
C (-3.6664, 2.0400, 2.5447)  -0.580
H (-3.2136, 2.3069, 3.5032)  0.414
C (-3.9010, 3.0107, 1.5625)  -0.526
H (-3.5867, 4.0392, 1.7408)  0.421
C (-4.5384, 2.6688, 0.3600)  -0.529
H (-4.7705, 3.4287, -0.3907)  0.407
C (-4.8854, 1.3362, 0.1178)  -0.360
H (-5.4067, 1.0311, -0.7955)  0.399
H (-4.3387, -1.6961, 1.5494)  0.342
H (-5.7101, -1.2999, 0.4459)  0.483
C (5.4629, -0.0352, 1.1497)  -1.115
C (4.4724, -1.1149, 1.2965)  0.426
C (4.6433, -2.4390, 1.7309)  -0.955
C (3.3614, -3.0523, 1.7062)  -1.068
C (2.4494, -2.0849, 1.2627)  0.163
C (1.0152, -2.2648, 1.0123)  -0.805
N (3.1371, -0.9149, 1.0123)  0.983
H (5.1855, 0.7617, 0.4182)  0.186
H (6.4171, -0.4490, 0.7880)  0.416
H (5.6685, 0.4451, 2.1261)  0.247
H (5.5937, -2.8766, 2.0135)  0.498
H (3.0963, -4.0753, 1.9524)  0.510
H (0.8672, -2.8202, 0.0697)  0.199
H (0.5801, -2.8909, 1.8104)  0.526
H (0.4415, -1.3256, 0.9713)  -0.065

Calculated values
HOMO-LUMO gap (spin up / spin down) ... 4.946 / 4.944 eV
E ... -2120.6964 hartree
Total charge ... +1
E_HOMO (spin up / spin down) ... -10.064 / -10.064 eV

---

Entry 2:
Molecular formula: C28H33N3O2
Method: DFT, the ωB97M-V functional and the def2-TZVPD basis

Each line ends with the Mulliken charge.
CARTESIAN COORDINATES (ANGSTROEM)
O (1.7883, 0.2819, -3.4556)  -0.623
C (2.3978, 0.9813, -2.5513)  0.409
O (3.5669, 1.7556, -2.8898)  -0.363
C (4.1357, 2.2121, -1.6235)  -0.464
C (2.9900, 2.1191, -0.6278)  -0.109
N (2.0350, 1.2013, -1.2011)  0.017
C (1.4105, 0.0214, -0.0271)  -0.015
C (0.7307, -0.9864, -0.8298)  0.080
C (1.5145, -2.0554, -1.3238)  -0.934
C (0.9396, -3.0638, -2.0940)  0.560
C (-0.4399, -3.0117, -2.4344)  0.128
C (-1.2084, -1.8950, -2.0028)  0.156
C (-0.6151, -0.8888, -1.2415)  -1.195
C (-2.6736, -1.8076, -2.3464)  -0.619
C (-3.2579, -3.1380, -2.8186)  -0.855
C (-2.3098, -3.8281, -3.7606)  -0.692
N (-1.0045, -3.9971, -3.1829)  -0.036
C (-0.1938, -4.9702, -3.8544)  -0.681
C (0.9862, -5.4021, -3.0439)  -0.888
C (1.7856, -4.2322, -2.4871)  -0.717
C (0.7411, 0.7022, 1.0758)  -0.378
C (1.4929, 1.4893, 1.9732)  -1.388
C (0.9061, 2.3279, 2.8640)  0.402
C (-0.5182, 2.3654, 2.9527)  0.669
C (-1.2828, 1.4220, 2.2092)  -0.062
C (-0.6442, 0.6014, 1.3235)  -0.772
C (-2.7718, 1.3234, 2.4301)  -0.766
C (-3.3512, 2.6593, 2.8910)  -0.876
C (-2.5592, 3.1879, 4.0664)  -0.683
N (-1.1488, 3.2827, 3.7677)  -0.046
C (-0.4278, 4.0879, 4.7171)  -0.681
C (0.9428, 4.4506, 4.2197)  -0.849
C (1.7091, 3.2105, 3.7800)  -0.907
H (4.5566, 3.2238, -1.7290)  0.341
H (4.9564, 1.4960, -1.2977)  0.227
H (3.3913, 1.6975, 0.3596)  -0.050
H (2.4933, 3.1365, -0.5654)  0.267
H (2.4508, -0.2194, 0.1739)  0.928
H (2.5845, -2.0909, -1.0973)  0.391
H (-1.2254, 0.0069, -1.0566)  1.058
H (-2.7863, -1.0458, -3.1435)  0.302
H (-3.2515, -1.4381, -1.4834)  0.295
H (-4.1927, -2.9416, -3.3397)  0.368
H (-3.4613, -3.7822, -1.9589)  0.309
H (-2.2332, -3.2674, -4.6965)  0.320
H (-2.6838, -4.8175, -3.9966)  0.418
H (-0.8393, -5.8187, -4.0414)  0.393
H (0.1129, -4.5786, -4.8314)  0.323
H (0.6707, -6.0566, -2.2314)  0.322
H (1.6438, -5.9792, -3.6838)  0.373
H (2.5126, -3.8681, -3.2314)  0.307
H (2.3810, -4.5865, -1.6320)  0.395
H (2.5993, 1.4796, 1.9425)  0.644
H (-1.2603, -0.1516, 0.8294)  1.146
H (-3.0157, 0.5486, 3.1915)  0.291
H (-3.2636, 1.0254, 1.4963)  0.336
H (-4.3818, 2.5545, 3.2196)  0.380
H (-3.3294, 3.3821, 2.0660)  0.305
H (-2.7537, 2.5840, 4.9724)  0.286
H (-2.8828, 4.2019, 4.3137)  0.414
H (-0.3968, 3.6175, 5.7211)  0.293
H (-1.0344, 4.9848, 4.8437)  0.409
H (0.8793, 5.1776, 3.4043)  0.306
H (1.4530, 4.9399, 5.0420)  0.374
H (2.6338, 3.5295, 3.2779)  0.384
H (2.0067, 2.6494, 4.6883)  0.321

Calculated values
HOMO-LUMO gap ... 7.633 eV
E ... -1401.4868 hartree
E_HOMO ... -6.999 eV
Energy above the lowest of the compared OMol25 structures with the same formula, charge and spin ... 38.3 kcal per mole

---

Entry 3:
Molecular formula: C28H34BrCl6O2RuSSi
Method: DFT, the ωB97M-V functional and the def2-TZVPD basis

Each line ends with the Mulliken spin population.
CARTESIAN COORDINATES (ANGSTROEM)
Ru (1.3323, -0.2564, 1.0478)  1.099
C (-2.8568, 5.9745, 2.6696)  0.000
C (-3.1115, 5.5438, 1.2200)  0.001
C (-4.5978, 5.1789, 1.0855)  0.000
C (-2.7623, 6.7168, 0.2895)  0.000
C (-2.2659, 4.3514, 0.8174)  0.000
C (-1.1848, 3.9374, 1.5863)  -0.004
C (-0.4265, 2.8717, 1.1748)  0.000
Br (1.2097, 2.4573, 2.0788)  -0.019
C (-0.7090, 2.0844, 0.0283)  -0.040
O (-0.0061, 1.0645, -0.2608)  0.095
C (-1.7967, 2.5557, -0.7892)  0.013
C (-2.5077, 3.6605, -0.3804)  0.000
C (-2.0689, 1.8310, -2.1010)  0.004
C (-0.8047, 1.9561, -2.9653)  0.002
C (-2.3809, 0.3547, -1.8078)  0.003
C (-3.2549, 2.4208, -2.8736)  -0.001
H (-3.5472, 6.7715, 2.9387)  0.000
H (-1.8487, 6.3606, 2.8019)  0.000
H (-3.0202, 5.1446, 3.3541)  0.000
H (-5.2183, 5.9611, 1.5172)  0.000
H (-4.8003, 4.2515, 1.6177)  0.000
H (-4.8884, 5.0527, 0.0461)  0.000
H (-3.3638, 7.5873, 0.5423)  0.000
H (-2.9405, 6.4570, -0.7515)  0.000
H (-1.7128, 6.9800, 0.4013)  0.000
H (-0.9043, 4.4388, 2.4961)  0.001
H (-3.2954, 4.0187, -1.0228)  0.000
H (0.0657, 1.6072, -2.4157)  0.000
H (-0.6425, 2.9996, -3.2308)  0.000
H (-0.9007, 1.3768, -3.8817)  0.000
H (-1.5939, -0.0996, -1.2084)  0.000
H (-2.4895, -0.2031, -2.7374)  0.000
H (-3.3124, 0.2764, -1.2510)  0.000
H (-3.0572, 3.4427, -3.1938)  0.000
H (-4.1660, 2.4001, -2.2777)  0.000
H (-3.4310, 1.8216, -3.7643)  0.000
Cl (2.2633, -0.3381, -1.6789)  0.002
C (1.0494, -1.1925, -2.6500)  -0.002
Cl (1.2376, -0.8257, -4.3622)  0.000
H (0.0673, -0.8627, -2.3148)  0.002
H (1.1777, -2.2644, -2.5064)  0.000
O (0.9005, -2.5321, 0.0354)  -0.002
S (2.3437, -2.9019, 0.0210)  -0.006
C (2.4965, -4.1661, -1.2753)  0.008
C (1.5772, -5.1928, -1.3886)  -0.002
C (1.7726, -6.1696, -2.3509)  0.001
C (2.8702, -6.1034, -3.1975)  0.000
C (3.7663, -5.0510, -3.0984)  0.000
C (3.5801, -4.0774, -2.1318)  -0.001
C (2.5742, -4.0887, 1.3537)  0.000
C (1.4943, -4.5930, 2.0508)  -0.003
C (1.7213, -5.4918, 3.0796)  0.001
C (3.0152, -5.8766, 3.3888)  0.000
C (4.0919, -5.3437, 2.6947)  0.002
C (3.8745, -4.4381, 1.6715)  -0.015
H (0.7223, -5.2185, -0.7300)  0.000
H (1.0755, -6.9925, -2.4258)  0.000
H (3.0221, -6.8774, -3.9361)  0.000
H (4.6156, -4.9959, -3.7631)  0.000
H (4.2673, -3.2518, -2.0398)  0.001
H (0.4982, -4.2638, 1.7974)  -0.003
H (0.8862, -5.8693, 3.6509)  0.000
H (3.1855, -6.6013, 4.1691)  0.000
H (5.1000, -5.6221, 2.9638)  0.000
H (4.6921, -4.0130, 1.1090)  0.000
Cl (4.1064, 0.9737, 2.8036)  -0.012
C (3.6397, -0.1940, 1.5921)  -0.071
H (3.8339, -1.1952, 2.0004)  0.022
H (4.2232, -0.0065, 0.6871)  0.000
Cl (0.2941, 0.2321, 4.6694)  -0.007
Si (-0.1370, -0.9124, 2.9458)  -0.056
Cl (-2.0947, -0.2846, 2.4696)  -0.005
Cl (-0.5430, -2.7456, 3.8959)  -0.005

Calculated values
HOMO-LUMO gap (spin up / spin down) ... 5.417 / 5.660 eV
E ... -7355.6000 hartree
Spin multiplicity ... 2
Expectation value of S² ... 0.79
E_HOMO (spin up / spin down) ... -7.187 / -7.171 eV
Energy above the lowest of the compared OMol25 structures with the same formula, charge and spin ... 81.0 kcal per mole